9
Properties=species:S:1:pos:R:3:forces:R:3 method="wB97M-V/def2-TZVPD" multiplicity=1 homo_ev=-5.46 mol_weight_g_mol=150.095 total_charge=-1
C -0.075 -0.812 -2.058 -0.4867 1.9324 5.1631
N -0.064 -1.368 -3.036 0.3165 -2.1870 -4.7727
N 0.105 0.565 2.594 -0.4282 -1.0577 -0.8461
N -0.739 -0.063 2.192 0.7430 1.6383 2.2565
O -0.203 -0.348 -0.890 0.1328 0.2999 -0.3316
O -1.750 -0.634 2.021 -0.5394 -0.7899 -0.9586
O 0.303 2.094 0.267 0.9986 -1.5113 -0.4735
O 2.071 1.265 -1.209 -0.1044 -0.2883 0.0857
S 1.209 0.974 -0.081 -0.6320 1.9637 -0.1228

135
Properties=species:S:1:pos:R:3:forces:R:3 method="wB97M-V/def2-TZVPD" multiplicity=1 homo_ev=-2.32 mol_weight_g_mol=1200.303 total_charge=-1
Pb -0.244 0.288 -0.058 0.1731 0.1612 0.1736
C -4.449 4.290 -2.877 0.0271 0.0404 0.0033
C -4.832 2.810 -2.847 -0.0303 -0.0399 -0.0429
C -4.150 2.066 -1.741 0.0104 0.0525 -0.0007
C -4.487 2.057 -0.420 -0.0507 -0.0202 -0.0192
C -5.621 2.775 0.242 -0.0279 -0.0162 -0.0077
C -5.153 3.954 1.100 0.0162 0.0249 0.0130
C -3.516 1.213 0.246 0.0344 -0.0021 0.0543
N -2.599 0.771 -0.644 0.0369 -0.0468 -0.0482
C -2.967 1.235 -1.867 0.0002 0.0047 0.0545
C -2.369 0.870 -3.073 -0.0377 0.0378 -0.0755
C -1.350 -0.054 -3.275 0.0364 0.0141 0.0571
C -0.955 -0.586 -4.567 0.0618 0.0454 -0.0108
C -1.498 -0.166 -5.897 -0.0550 -0.0187 -0.0105
C -0.804 1.077 -6.453 0.0158 0.0137 -0.0109
C -0.016 -1.541 -4.317 -0.0417 -0.0508 -0.0054
C 0.135 -1.601 -2.873 0.0432 0.0754 -0.0944
C 0.895 -2.562 -2.203 0.0416 -0.0769 -0.0603
C 0.913 -2.835 -0.845 -0.0509 0.0474 0.1011
N 0.287 -2.110 0.116 0.1007 0.0221 0.0274
C 0.473 -2.754 1.293 -0.1229 -0.1172 -0.1419
C -0.160 -2.436 2.493 0.0480 -0.0249 -0.0004
C -1.194 -1.522 2.687 -0.0543 0.0532 0.0304
N -1.654 -0.648 1.763 -0.1075 -0.1449 -0.1428
C -2.777 -0.077 2.265 0.1208 0.0449 0.0587
C -3.589 0.827 1.591 -0.1008 0.0187 -0.0497
C -3.014 -0.563 3.617 -0.0297 -0.0456 0.0105
C -2.030 -1.460 3.882 0.0614 0.0107 0.0207
C -1.800 -2.212 5.155 0.0021 -0.0393 -0.0202
C -0.840 -1.471 6.087 -0.0038 0.0178 0.0259
C -4.178 -0.201 4.485 0.0355 0.0587 0.0242
C -5.412 -1.057 4.193 -0.0218 -0.0190 -0.0190
C 1.277 -3.959 1.077 0.0051 0.0966 0.0705
C 1.538 -4.010 -0.254 0.0107 -0.0329 -0.0159
C 2.266 -5.071 -1.016 0.0111 -0.0423 -0.0141
C 3.712 -4.689 -1.341 -0.0228 -0.0014 0.0048
C 1.709 -4.929 2.130 -0.0596 0.0037 -0.0068
C 2.982 -4.472 2.841 0.1114 -0.0699 0.0047
N -0.646 -0.668 -2.290 -0.1290 -0.0896 0.0611
C 0.648 -2.453 -5.302 0.0368 0.0347 -0.0040
C -0.065 -3.802 -5.424 -0.0084 -0.0120 0.0009
H -4.948 4.817 -3.694 -0.0047 -0.0035 -0.0055
H -3.371 4.402 -3.008 0.0023 -0.0067 0.0023
H -4.719 4.781 -1.941 -0.0033 -0.0055 -0.0034
H -5.917 2.714 -2.745 0.0131 0.0231 0.0233
H -4.581 2.357 -3.808 -0.0186 -0.0097 0.0047
H -6.192 2.077 0.863 0.0054 0.0143 0.0135
H -6.314 3.137 -0.522 0.0116 -0.0055 -0.0066
H -4.543 3.611 1.937 0.0149 -0.0015 -0.0088
H -5.999 4.515 1.502 -0.0119 -0.0131 0.0086
H -4.537 4.635 0.511 -0.0056 0.0116 -0.0045
H -2.807 1.292 -3.970 -0.0040 -0.0051 0.0024
H -2.571 0.027 -5.813 0.0077 -0.0081 0.0118
H -1.399 -0.991 -6.608 0.0176 0.0023 0.0017
H -0.907 1.914 -5.762 -0.0050 0.0181 0.0135
H -1.222 1.372 -7.418 -0.0035 -0.0103 -0.0016
H 0.265 0.894 -6.582 -0.0002 0.0018 0.0020
H 1.458 -3.243 -2.830 0.0121 0.0191 -0.0022
H 0.097 -3.055 3.344 0.0067 -0.0014 0.0068
H -4.434 1.217 2.148 0.0106 0.0034 0.0036
H -1.401 -3.205 4.932 -0.0072 0.0049 0.0084
H -2.755 -2.378 5.661 -0.0027 0.0197 0.0020
H 0.131 -1.328 5.614 0.0222 0.0067 -0.0232
H -0.690 -2.017 7.021 0.0044 -0.0109 -0.0006
H -1.227 -0.479 6.327 -0.0113 -0.0068 0.0063
H -4.428 0.856 4.350 0.0009 -0.0090 0.0018
H -3.895 -0.310 5.535 -0.0081 -0.0176 -0.0037
H -5.714 -0.951 3.150 0.0024 0.0050 -0.0048
H -6.255 -0.774 4.826 -0.0022 0.0035 0.0068
H -5.192 -2.112 4.363 0.0010 -0.0026 0.0046
H 1.724 -5.283 -1.943 0.0126 0.0125 -0.0011
H 2.253 -6.000 -0.441 0.0163 -0.0021 -0.0098
H 3.753 -3.724 -1.848 -0.0309 -0.0701 0.0048
H 4.187 -5.437 -1.981 -0.0053 -0.0268 0.0078
H 4.302 -4.599 -0.427 -0.0165 0.0066 -0.0277
H 1.880 -5.908 1.675 -0.0210 0.0088 -0.0041
H 0.905 -5.071 2.858 0.0108 0.0314 0.0051
H 3.817 -4.426 2.137 0.0057 0.0116 0.0046
H 3.255 -5.157 3.646 0.0008 -0.0021 -0.0074
H 2.865 -3.476 3.263 -0.0312 0.1056 0.0467
H 1.690 -2.616 -5.012 -0.0075 -0.0088 0.0096
H 0.681 -1.968 -6.281 -0.0083 -0.0035 -0.0002
H -0.108 -4.302 -4.456 0.0011 -0.0063 0.0057
H 0.445 -4.462 -6.130 0.0047 0.0002 -0.0063
H -1.092 -3.662 -5.764 -0.0079 0.0056 -0.0044
Br 6.678 -3.145 0.880 0.0255 0.0000 0.0166
C 5.369 -2.006 0.107 -0.0396 0.0000 -0.0091
C 4.390 -1.456 0.912 0.0064 -0.0336 -0.0081
C 3.432 -0.637 0.329 0.1522 -0.0664 -0.2135
C 3.464 -0.369 -1.036 -0.0696 0.1605 -0.0007
C 4.455 -0.944 -1.833 0.0624 -0.0742 0.0315
C 5.412 -1.764 -1.259 0.0076 0.0842 -0.0159
N 2.478 0.547 -1.491 0.0774 -0.1513 -0.2270
C 2.479 1.029 -2.661 -0.0399 0.0933 0.1200
C 1.498 2.077 -3.045 0.1890 -0.1754 0.1016
C 1.658 2.768 -4.241 -0.0641 0.0165 0.0197
C 0.791 3.813 -4.520 -0.0547 -0.0150 0.0700
C -0.199 4.120 -3.599 0.0368 0.0009 -0.0489
C -0.288 3.357 -2.438 0.0144 0.0245 -0.1122
N 0.538 2.360 -2.169 -0.1235 0.0213 0.0335
H 4.374 -1.627 1.982 0.0231 -0.0385 -0.0317
H 2.676 -0.167 0.953 -0.0079 -0.0145 0.0123
H 4.496 -0.767 -2.899 -0.0239 0.0078 -0.0183
H 6.183 -2.218 -1.867 0.0066 -0.0105 -0.0007
H 3.219 0.784 -3.432 0.0304 -0.0292 0.0519
H 2.448 2.493 -4.929 0.0063 0.0002 0.0111
H 0.887 4.375 -5.440 -0.0093 0.0168 0.0021
H -0.894 4.932 -3.768 0.0077 0.0080 -0.0206
H -1.052 3.558 -1.696 0.0029 0.0056 0.0294
C 0.945 6.686 1.068 0.0032 0.0311 -0.0155
O 0.172 5.857 1.929 0.0086 -0.0488 0.0216
C 0.067 4.565 1.500 -0.0297 0.0124 -0.0864
O 0.553 4.166 0.472 -0.0012 0.0000 -0.0420
N -0.680 3.866 2.387 -0.0559 -0.0246 0.1385
N -0.758 2.475 2.296 -0.1280 0.2522 -0.1187
H 1.031 7.643 1.578 -0.0007 -0.0019 -0.0019
H 0.450 6.817 0.106 0.0057 -0.0134 -0.0035
H 1.931 6.256 0.898 -0.0089 0.0060 0.0053
H -0.896 4.331 3.257 0.1195 -0.0461 0.0161
H -1.722 2.191 2.414 0.0611 -0.1371 0.0693
H -0.113 2.024 2.948 -0.0346 0.0046 -0.0468
F 6.581 -1.181 4.966 0.0201 -0.0002 0.0020
C 5.415 -0.676 4.440 -0.0151 0.0149 -0.0326
C 4.211 -1.293 4.724 0.0340 -0.0444 0.0183
C 3.037 -0.781 4.205 -0.0843 -0.0246 0.0076
C 2.996 0.375 3.370 0.0992 0.0847 -0.0177
C 1.820 0.858 2.786 -0.1204 0.0277 0.1604
C 4.274 0.974 3.137 -0.0411 0.0513 -0.0135
C 5.448 0.462 3.654 0.0223 -0.0121 0.0380
H 4.201 -2.180 5.348 0.0057 -0.0038 0.0043
H 2.102 -1.286 4.426 -0.0330 -0.0260 0.0016
H 1.850 1.660 2.058 -0.0014 0.0487 0.0302
H 0.912 0.275 2.881 -0.1065 -0.0289 0.0054
H 4.320 1.860 2.512 -0.0029 0.0040 -0.0112
H 6.398 0.938 3.444 0.0134 -0.0034 0.0005

E_LUMO readings, ordered: 3.55 1.53 eV
ΔE to the lowest compared entry with this formula, charge and spin readings, ordered: 2.4 0.0 kcal/mol